[1]
Density functional theory data (the ωB97M-V functional and the def2-TZVPD basis) for a molecular structure, C27H42BaBrN5O6PS at a distorted geometry.

```
84
Properties=species:S:1:pos:R:3
Ba -0.4993 -1.4103 -0.3770
Br -3.5724 2.4926 -1.2758
S 3.3513 -3.7441 0.6392
P 0.1750 3.0394 0.3531
O -0.8771 -2.4461 1.9396
O -0.7892 0.2123 1.2445
O -1.7141 -2.6192 -4.4251
O 1.2951 -0.8688 2.4817
O -1.1505 -1.9100 -2.3654
O 2.3213 -1.5816 -2.6291
N 3.9658 -3.5898 -1.9397
N -1.7163 1.0629 3.1161
N 1.7679 -4.3049 -1.4028
N -2.7523 0.2338 -2.6179
N 0.1282 -4.3377 2.6702
C -0.8709 -5.1865 2.0484
C -3.6114 -0.5902 -4.6823
C -1.5669 1.5283 4.4798
C -4.5080 1.4164 -3.7418
C 3.2957 -0.8634 -0.5104
C 2.3190 -1.8263 -1.1898
C 1.4496 -4.4937 -2.8184
C 1.5913 3.0750 1.5438
C 0.1156 -3.0100 2.4408
C 2.8099 -3.3207 -1.0618
C 1.1851 2.9417 -1.1938
C -0.7510 0.3920 2.4534
C -2.8388 1.6042 2.3614
C -0.9352 5.2741 -0.8567
C -0.4729 7.0438 1.2166
C -1.1218 7.4813 0.0730
C -0.0457 5.7265 1.3205
C 1.3730 -2.2594 2.7445
C 1.8793 -0.3423 -3.0489
C -1.7747 -1.8575 -3.4697
C -1.3552 6.5888 -0.9653
C 1.3058 -5.0133 3.2015
C -2.7497 -0.6794 -3.5969
C -3.6060 1.2222 -2.7133
C -0.2513 4.8268 0.2774
C -4.5007 0.4662 -4.7573
C 0.4070 -0.1459 3.2829
H 4.3009 -0.9023 -0.9761
H -3.5596 -1.3614 -5.4374
H 0.0139 -0.7648 4.0961
H -0.3006 7.7340 2.0338
H -0.9867 2.4564 4.5268
H 0.9479 0.7062 3.7141
H 2.1460 -4.9460 2.4991
H -2.5543 1.7301 4.8908
H -3.7366 1.5718 2.9786
H 2.1488 -2.6665 2.0139
H -1.1405 4.5753 -1.6586
H 1.2337 3.2616 2.5586
H 3.3970 -1.1351 0.5349
H 4.7779 -3.1656 -1.5147
H -1.6049 -4.5623 1.5487
H 0.5399 2.8535 -2.0675
H 1.0547 -6.0590 3.3676
H -1.8735 6.9178 -1.8576
H 0.7058 -5.2919 -2.8948
H 2.0559 2.0865 1.5254
H -5.1790 2.2618 -3.7452
H 2.3292 3.8313 1.2728
H 1.7823 2.0300 -1.1336
H 3.8005 -3.1268 -2.8298
H 1.7407 -2.4439 3.7611
H -2.9880 1.0002 1.4719
H 1.8383 3.8075 -1.3062
H -5.1879 0.5625 -5.5879
H 0.8838 -0.1129 -2.6220
H -0.3949 -5.8397 1.3135
H -1.0841 0.7852 5.1112
H -1.4536 8.5088 -0.0078
H 2.5650 0.4752 -2.7821
H 1.0466 -3.6039 -3.3149
H 0.4603 5.4029 2.2221
H 1.5984 -4.5746 4.1580
H -1.3767 -5.8006 2.7975
H 2.9458 0.1771 -0.5636
H -2.6512 2.6334 2.0448
H 1.7859 -0.3824 -4.1374
H 2.3505 -4.8192 -3.3369
H 0.9180 -4.0370 -0.9163
```

Results
HOMO level   -2.11 eV
HOMO-LUMO gap   3.91 eV
Total charge   -1

Calculated atomic charges, method Mulliken, unit e: number 1, Ba, carries 1.73; number 2, Br, carries -0.15; number 3, S, carries -0.66; number 4, P, carries 1.14; number 5, O, carries -1.04; number 6, O, carries -0.30; number 7, O, carries -0.69; number 8, O, carries -0.03; number 9, O, carries -0.60; number 10, O, carries -0.30; number 11, N, carries -0.82; number 12, N, carries 0.37; number 13, N, carries -0.14; number 14, N, carries 0.08; number 15, N, carries 0.32; number 16, C, carries -1.18; number 17, C, carries -0.64; number 18, C, carries -0.98; number 19, C, carries -0.54; number 20, C, carries -1.56; number 21, C, carries 0.52; number 22, C, carries -0.89; number 23, C, carries -1.50; number 24, C, carries 0.88; number 25, C, carries 0.26; number 26, C, carries -0.89; number 27, C, carries 0.66; number 28, C, carries -0.93; number 29, C, carries -0.67; number 30, C, carries -0.56; number 31, C, carries -0.46; number 32, C, carries -0.43; number 33, C, carries 0.25; number 34, C, carries -0.68; number 35, C, carries -0.17; number 36, C, carries -0.62; number 37, C, carries -0.96; number 38, C, carries 0.38; number 39, C, carries 0.31; number 40, C, carries 0.43; number 41, C, carries -0.34; number 42, C, carries -1.48; number 43, H, carries 0.29; number 44, H, carries 0.50; number 45, H, carries 0.52; number 46, H, carries 0.38; number 47, H, carries 0.27; number 48, H, carries 0.50; number 49, H, carries 0.25; number 50, H, carries 0.32; number 51, H, carries 0.41; number 52, H, carries -1.16; number 53, H, carries 0.27; number 54, H, carries 0.27; number 55, H, carries 0.37; number 56, H, carries 0.35; number 57, H, carries 0.32; number 58, H, carries 0.37; number 59, H, carries 0.38; number 60, H, carries 0.38; number 61, H, carries 0.36; number 62, H, carries 0.34; number 63, H, carries 0.42; number 64, H, carries 0.51; number 65, H, carries -0.08; number 66, H, carries 0.28; number 67, H, carries 0.48; number 68, H, carries 0.22; number 69, H, carries 0.47; number 70, H, carries 0.40; number 71, H, carries 0.03; number 72, H, carries 0.40; number 73, H, carries 0.36; number 74, H, carries 0.36; number 75, H, carries 0.35; number 76, H, carries 0.15; number 77, H, carries 0.26; number 78, H, carries 0.30; number 79, H, carries 0.35; number 80, H, carries -0.06; number 81, H, carries 0.25; number 82, H, carries 0.33; number 83, H, carries 0.36; number 84, H, carries 0.04

[2]
Density functional theory data (the ωB97M-V functional and the def2-TZVPD basis) for 3 unconnected molecules or ions with the total composition C5H18N2O2S at a distorted geometry.

```
28
Properties=species:S:1:pos:R:3
S 0.7377 -0.6422 3.5109
O -3.2465 -0.9760 -0.1444
O -2.5457 1.7362 -0.7249
N 0.1134 -1.9037 -0.6332
N -0.4099 0.5369 0.4395
C 0.5861 -0.7319 -1.4587
C 1.3857 0.5883 2.2796
C 0.4235 0.6089 -0.8046
C 2.0641 -0.8599 -2.0644
C 0.1875 1.3038 1.5492
H -0.0091 1.5024 -1.4240
H 2.7175 -0.0551 -1.5631
H -3.0876 -1.7936 -0.4927
H 1.4498 1.0584 -0.5058
H 2.0931 -0.4841 -3.0705
H 0.5069 2.2917 1.2381
H -3.1248 1.0392 -0.3696
H -0.7191 1.4928 2.2935
H 2.5131 -1.9301 -1.9134
H -1.3345 1.1118 0.4255
H -2.4919 -0.6681 0.3998
H 1.9374 1.3220 2.9448
H 0.8165 -2.6127 -0.5307
H 2.0736 0.2655 1.3713
H -2.4411 1.5565 -1.5751
H 0.0662 -1.4891 2.7879
H -0.0155 -1.5998 0.2783
H -0.2464 -0.6681 -2.2433
```

Results
HOMO level   -8.94 eV
HOMO-LUMO gap   9.70 eV
ΔE to the lowest compared entry with this formula, charge and spin   2.4609 eV
Structure (SMILES)   C[C@@H](N)CNCCS.O.O
Total charge   0

Calculated atomic charges, method Mulliken, unit e: number 1, S, carries -0.21; number 2, O, carries -0.69; number 3, O, carries -0.67; number 4, N, carries -0.61; number 5, N, carries 0.02; number 6, C, carries 0.64; number 7, C, carries -0.37; number 8, C, carries -1.03; number 9, C, carries -1.13; number 10, C, carries -1.02; number 11, H, carries 0.26; number 12, H, carries 0.28; number 13, H, carries 0.29; number 14, H, carries 0.33; number 15, H, carries 0.33; number 16, H, carries 0.39; number 17, H, carries 0.39; number 18, H, carries 0.34; number 19, H, carries 0.30; number 20, H, carries 0.31; number 21, H, carries 0.37; number 22, H, carries 0.36; number 23, H, carries 0.24; number 24, H, carries 0.17; number 25, H, carries 0.29; number 26, H, carries 0.08; number 27, H, carries 0.17; number 28, H, carries 0.17

[3]
Density functional theory data (the ωB97M-V functional and the def2-TZVPD basis) for 2 unconnected molecules or ions with the total composition CH2FN5 at a distorted geometry.

```
9
Properties=species:S:1:pos:R:3
F -1.1805 2.2142 0.4488
N -1.3961 1.1036 -0.6431
N -2.4371 0.5712 -0.4909
N -0.2625 -0.4389 0.4001
N -3.6528 0.5805 -0.3539
N -5.0546 -1.1796 0.5874
C -4.4155 -0.4563 -0.0763
H -1.0939 -0.6260 0.9716
H 0.3615 0.0786 0.9924
```

Results
HOMO level (spin up / spin down)   -10.52 / -10.70 eV
HOMO-LUMO gap (spin up / spin down)   8.91 / 7.59 eV
ΔE to the lowest compared entry with this formula, charge and spin   3.4528 eV
Total charge   0

Calculated atomic charges, method Mulliken, unit e: number 1, F, carries -0.27; number 2, N, carries -0.21; number 3, N, carries 0.83; number 4, N, carries -0.44; number 5, N, carries -0.54; number 6, N, carries -0.31; number 7, C, carries 0.43; number 8, H, carries 0.26; number 9, H, carries 0.26